Below is a 2-piece molecular cluster, C4H12 overall in a non-equilibrium geometry, with properties calculated with ωB97M-V/def2-TZVPD.

Geometry (Å):
C 1.441 0.739 0.816
C 2.159 0.900 2.057
H 0.405 1.249 0.869
H 1.965 1.141 -0.126
H 1.162 -0.269 0.415
H 1.495 0.583 2.890
H 2.503 1.931 2.222
H 3.044 0.182 2.110
C -1.018 -1.089 -1.630
C -2.479 -0.613 -1.181
H -0.979 -1.496 -2.689
H -0.466 -0.090 -1.800
H -0.595 -1.893 -0.896
H -3.015 -1.147 -0.385
H -2.432 0.324 -0.632
H -3.191 -0.451 -2.039

## Properties
M: 60.14 u
LUMO level: 1.117 eV
SMILES: CC.CC
frontier orbital gap: 0.4563 hartree
DFT total energy: -4341.4388 eV
HOMO: -11.3 eV
energy above the lowest of the compared OMol25 structures with the same formula, charge and spin: 1.089 eV


Below is one molecule with the formula C2H5N5O3 in a non-equilibrium geometry, with properties calculated with ωB97M-V/def2-TZVPD.

Geometry (Å):
C -1.069 2.173 -0.060
C -0.168 -0.307 0.174
H -2.206 2.403 -0.291
H -0.751 2.440 1.021
H -0.029 2.088 -0.806
H -1.200 -1.956 -0.105
H 0.561 -2.227 0.474
N -1.304 0.499 0.000
N -2.675 0.223 -0.251
N -0.306 -1.690 0.274
N 0.909 0.509 0.255
N 2.127 -0.014 -0.009
O -2.720 -1.038 -0.002
O 2.279 -1.189 -0.425
O 2.915 0.897 0.069

## Properties
M: 147.09 u
LUMO level: -1.453 eV
SMILES: CN(N=O)/C(N)=N/[N+](=O)[O-]
frontier orbital gap: 0.3255 hartree
DFT total energy: -15739.5661 eV
HOMO: -10.3 eV
energy above the lowest of the compared OMol25 structures with the same formula, charge and spin: 4.956 eV


Below is a 2-piece molecular cluster, C29H54O9P2S2 overall in a non-equilibrium geometry, with properties calculated with ωB97M-V/def2-TZVPD.

Geometry (Å):
C 3.289 0.762 1.898
C 2.240 1.896 1.260
S 0.531 1.134 1.338
C -0.400 1.536 -0.285
C -1.519 0.403 -0.667
C -2.843 0.402 0.355
C -3.042 1.775 1.213
C -3.566 3.079 0.371
C -3.581 4.401 1.395
C -5.179 2.811 0.021
O -0.875 -0.920 -0.382
S 0.416 -1.261 -1.411
O 1.815 -1.151 -0.688
O 0.301 -2.798 -1.762
C 0.454 -0.366 -3.049
C 1.938 0.370 -3.228
C 2.073 1.280 -4.580
C 2.599 2.812 -4.356
C 2.693 3.784 -5.715
C 3.257 5.352 -5.629
C 3.753 5.967 -4.193
C 3.658 5.068 -2.819
C 3.087 3.501 -2.954
C 0.404 -1.509 -4.269
O -0.973 -2.086 -4.425
O -1.281 -2.092 -5.700
C -0.804 0.639 -3.337
C -1.979 0.351 -2.234
P -3.448 1.474 -2.712
C -4.984 0.357 -2.901
C -3.080 2.510 -4.274
H 2.622 0.145 2.670
H 3.686 0.014 1.083
H 4.153 1.245 2.527
H 2.536 2.189 0.166
H 2.338 2.833 1.975
H 0.484 1.612 -1.084
H -0.833 2.648 -0.233
H -2.700 -0.468 1.161
H -3.844 0.093 -0.218
H -3.899 1.544 2.012
H -2.120 2.123 1.845
H -2.932 3.355 -0.573
H -4.006 3.997 2.415
H -2.505 4.856 1.466
H -4.390 5.178 0.988
H -5.546 3.539 -0.847
H -5.310 1.715 -0.426
H -5.866 2.889 0.969
H 2.203 0.915 -2.227
H 2.711 -0.535 -3.319
H 2.891 0.743 -5.264
H 1.104 1.338 -5.244
H 2.384 3.378 -6.768
H 3.346 6.055 -6.580
H 4.196 7.063 -4.074
H 3.998 5.444 -1.759
H 3.074 2.890 -1.957
H 1.230 -2.334 -4.155
H 0.619 -0.983 -5.318
H -2.121 -1.521 -5.742
H -0.401 1.745 -3.141
H -1.129 0.522 -4.457
H -2.346 -0.768 -2.433
H -5.906 0.961 -2.492
H -5.131 0.101 -4.033
H -4.823 -0.613 -2.231
H -4.041 3.110 -4.600
H -2.771 1.861 -5.221
H -2.168 3.257 -4.105
O 1.602 -2.357 4.532
P 0.798 -3.619 4.928
O 2.176 -4.551 5.047
C 3.289 -4.095 5.806
C 3.068 -4.264 7.298
O 0.404 -4.061 3.371
C 0.344 -3.090 2.337
C 1.671 -3.009 1.598
O -0.100 -5.030 5.371
C 0.324 -6.068 6.228
C -0.134 -5.809 7.646
H 3.537 -3.057 5.575
H 4.151 -4.698 5.505
H 2.191 -3.695 7.629
H 3.940 -3.911 7.861
H 2.901 -5.313 7.556
H 0.035 -2.117 2.731
H -0.436 -3.407 1.635
H 2.513 -2.852 2.280
H 1.656 -2.192 0.870
H 1.870 -3.946 1.070
H 1.393 -6.267 6.179
H -0.157 -6.986 5.871
H 0.189 -4.825 7.996
H 0.256 -6.577 8.322
H -1.227 -5.823 7.701

## Properties
M: 672.82 u
LUMO level: -1.356 eV
SMILES: CCSC[C@]1(CCC(C)C)OS(=O)(=O)[C@@](CCc2ccccc2)(COO)C[C@@H]1P(C)C.CCOP(=O)(OCC)OCC
frontier orbital gap: 0.2458 hartree
DFT total energy: -89601.8765 eV
HOMO: -8.0 eV
energy above the lowest of the compared OMol25 structures with the same formula, charge and spin: 18.243 eV


Below is C13H30FNO5Sr2 as an isolated structure in a non-equilibrium geometry, with properties calculated with ωB97M-V/def2-TZVPD.

Geometry (Å):
Sr -0.362 -0.617 2.705
Sr 1.786 2.896 4.208
C -0.743 -3.908 0.503
C 0.477 -3.343 -0.362
C -0.151 -2.976 -1.735
C 0.763 -2.280 -2.712
C 1.196 -0.942 -2.029
C 1.772 -1.078 -0.577
N 0.996 -2.094 0.284
O 1.414 -2.249 1.608
C 1.734 0.338 -0.041
C 3.307 -1.494 -0.803
C 1.558 -4.452 -0.425
H -1.556 -3.183 0.551
H -0.485 -4.116 1.541
H -1.163 -4.834 0.111
H -1.075 -2.402 -1.674
H -0.496 -3.908 -2.181
H 0.329 -2.074 -3.690
H 1.642 -2.886 -2.933
H 0.278 -0.354 -2.058
H 1.894 -0.511 -2.746
H 0.741 0.641 0.291
H 2.106 1.074 -0.754
H 2.367 0.385 0.845
H 3.760 -1.689 0.169
H 3.903 -0.793 -1.387
H 3.287 -2.399 -1.411
H 2.379 -4.256 -1.115
H 1.112 -5.281 -0.975
H 1.827 -4.871 0.544
F 0.039 1.870 2.516
C -0.745 6.144 0.321
C -0.459 4.707 0.776
O -1.334 4.146 1.816
O -0.388 7.030 1.319
H -1.795 6.346 0.112
H -0.190 6.370 -0.590
H 0.607 4.590 0.969
H -0.599 4.096 -0.116
H -0.969 3.280 2.015
H -1.073 7.037 1.991
C -3.257 1.466 0.889
C -2.146 0.871 -0.043
O -1.715 -0.426 0.463
O -4.390 0.633 1.023
H -3.634 2.396 0.465
H -2.857 1.847 1.829
H -1.221 1.441 0.039
H -2.501 0.884 -1.073
H -1.847 -1.106 -0.201
H -4.124 0.032 1.723

## Properties
M: 474.62 u
LUMO level: -8.997 eV
total charge: +2
frontier orbital gap: 0.0956 hartree
DFT total energy: -30066.8886 eV
HOMO: -11.6 eV
energy above the lowest of the compared OMol25 structures with the same formula, charge and spin: 0.000 eV


Below is one molecule with the formula C2H4FNO in a non-equilibrium geometry, with properties calculated with ωB97M-V/def2-TZVPD.

Geometry (Å):
C 0.114 0.223 -0.755
C -0.828 0.302 0.492
H 1.839 -0.654 -0.970
H 1.200 -0.984 0.539
H -0.930 1.389 0.783
H -1.941 0.078 0.402
N 1.221 -0.312 -0.226
O -0.384 0.453 -1.757
F -0.291 -0.495 1.492

## Properties
M: 77.06 u
LUMO level: 0.936 eV
SMILES: NC(=O)CF
frontier orbital gap: 0.4014 hartree
DFT total energy: -8392.9743 eV
HOMO: -10.0 eV
energy above the lowest of the compared OMol25 structures with the same formula, charge and spin: 1.273 eV


Below is C6H10O as an isolated structure, with properties calculated with ωB97M-V/def2-TZVPD.

Geometry (Å):
C 1.269 0.515 -1.650
C 0.119 0.624 -0.670
O -0.834 -0.389 -0.960
C -1.658 -0.477 0.177
C -0.715 -0.409 1.385
C 1.234 -0.772 1.257
C 0.497 0.406 0.811
H 0.901 0.596 -2.677
H 1.770 -0.452 -1.540
H 2.000 1.310 -1.473
H -0.367 1.609 -0.766
H -2.354 0.377 0.222
H -2.240 -1.400 0.112
H -1.111 0.049 2.292
H 1.197 -1.493 0.412
H -0.383 -1.424 1.701
H 0.676 1.329 1.369

## Properties
M: 98.14 u
LUMO level: 0.973 eV
frontier orbital gap: 0.3468 hartree
DFT total energy: -8427.6714 eV
HOMO: -8.5 eV
energy above the lowest of the compared OMol25 structures with the same formula, charge and spin: 3.569 eV


Below is a 2-piece molecular cluster, CH4N2S overall in a non-equilibrium geometry, with properties calculated with ωB97M-V/def2-TZVPD.

Geometry (Å):
C 0.748 -0.476 -0.494
N 0.446 0.890 -0.344
N -0.284 -0.015 0.383
S -1.974 -0.131 0.010
H 0.474 -0.850 -1.481
H 1.586 -0.980 -0.026
H 1.308 1.988 0.681
H -2.304 -0.426 1.272

## Properties
M: 76.12 u
LUMO level (alpha / beta): -0.375 / -0.157 eV
frontier orbital gap (alpha / beta): 0.3136 / 0.3191 hartree
DFT total energy: -14911.4243 eV
HOMO (alpha / beta): -8.9 / -8.8 eV
energy above the lowest of the compared OMol25 structures with the same formula, charge and spin: 6.180 eV


Below is a 3-piece molecular cluster, C5H8O overall in a non-equilibrium geometry, with properties calculated with ωB97M-V/def2-TZVPD.

Geometry (Å):
C 1.308 0.461 -1.027
C 0.216 0.246 -0.076
C -0.736 -0.747 -0.132
C -1.457 -0.537 1.106
O -1.164 0.616 1.737
C -0.114 1.239 0.998
H 1.156 1.387 -1.590
H 1.362 -0.391 -1.707
H 2.260 0.552 -0.488
H -0.985 -1.148 -1.655
H 0.237 -4.310 -1.007
H -2.229 -1.070 1.635
H 0.684 1.556 1.679
H -0.538 2.147 0.527

## Properties
M: 84.12 u
LUMO level (alpha / beta): 0.428 / 0.383 eV
frontier orbital gap (alpha / beta): 0.3675 / 0.2429 hartree
DFT total energy: -7354.5571 eV
HOMO (alpha / beta): -9.6 / -6.2 eV
energy above the lowest of the compared OMol25 structures with the same formula, charge and spin: 7.698 eV